Below is a 3-piece molecular cluster, C4H12N2O4 overall in a non-equilibrium geometry, with properties calculated with ωB97M-V/def2-TZVPD.

Output
Energy above the lowest of the compared OMol25 structures with the same formula, charge and spin, eV: 0.675
Largest force on an atom, Eh/bohr: 0.0680
Orbital gap, eV: 10.68
E_HOMO, eV: -10.18

Element x y z (Å)
C1 1.47957 -1.80938 1.69921
C2 0.40713 -1.69215 0.58070
C3 0.68723 -0.41859 -0.17085
O1 1.10849 -0.47480 -1.30676
N1 0.41034 0.84808 0.37811
C4 0.31848 2.02290 -0.43918
N2 1.19112 2.12688 -1.44399
O2 -0.59267 2.76536 -0.10108
H1 1.49982 -2.86887 1.82748
H2 2.41275 -1.28833 1.59546
H3 0.92842 -1.41326 2.59246
H4 -0.60394 -1.53862 0.91902
H5 0.48303 -2.56166 -0.09783
H6 0.06448 0.86914 1.31490
H7 1.85751 1.41489 -1.63326
H8 1.07791 2.86182 -2.13368
O3 -2.20487 0.55070 1.85864
H9 -2.60490 0.27630 1.00836
H10 -1.55785 1.13804 1.49199
O4 -2.41930 -0.48052 -2.76823
H11 -1.60266 -0.79034 -2.36067
H12 -2.34011 0.46240 -2.81081